63
Properties=species:S:1:pos:R:3:lowdin_charge:R:1 method="wB97M-V/def2-TZVPD" largest_force_ev_per_a=19.227 de_lowest_kj_mol=3669.2 spin_multiplicity=1 homo_ev=-8.23
Ba 0.011 -0.077 0.058 2.831
P -1.888 1.716 0.709 0.392
F -3.086 1.902 -0.363 -0.135
F -2.979 1.649 1.937 -0.107
F -1.985 0.080 0.500 -0.406
F -0.640 1.415 1.663 -0.338
F -0.966 1.674 -0.659 -0.447
F -1.545 3.308 0.882 -0.106
P 2.163 -1.430 -0.682 0.352
F 3.233 -1.138 0.477 -0.098
F 3.239 -1.303 -1.924 -0.106
F 2.396 -3.035 -0.701 -0.090
F 0.859 -1.491 -1.645 -0.285
F 1.010 -1.581 0.465 -0.570
F 1.997 0.182 -0.617 -0.426
C 0.134 -0.551 -3.318 -0.039
O 0.148 0.227 -2.086 -0.487
C 1.132 1.300 -2.325 -0.106
C 0.952 2.400 -1.262 -0.162
O 0.899 1.966 0.064 -0.475
C 0.969 2.938 1.119 -0.045
H -0.154 0.114 -4.132 0.106
H -0.543 -1.404 -3.278 0.103
H 1.108 -0.947 -3.607 0.112
H 1.108 1.805 -3.291 0.140
H 2.102 0.816 -2.216 0.119
H 0.207 3.145 -1.541 0.141
H 1.883 2.967 -1.243 0.142
H 0.333 3.765 0.803 0.104
H 2.002 3.265 1.239 0.091
H 0.594 2.496 2.042 0.112
C -2.043 -1.074 2.532 -0.075
O -0.803 -0.734 2.021 -0.448
C 0.061 -0.200 3.033 -0.128
C 1.491 -0.348 2.509 -0.098
O 1.675 0.422 1.274 -0.491
C 2.896 1.147 1.270 -0.077
H -2.574 -0.174 2.844 0.096
H -1.950 -1.758 3.375 0.106
H -2.576 -1.595 1.737 0.107
H -0.058 -0.781 3.948 0.141
H -0.287 0.828 3.130 0.132
H 1.727 -1.409 2.426 0.126
H 2.102 0.059 3.315 0.142
H 3.767 0.493 1.303 0.108
H 2.933 1.955 2.001 0.099
H 3.039 1.610 0.294 0.113
C -0.150 -3.236 0.867 -0.048
O -0.739 -2.066 0.322 -0.444
C -1.286 -2.395 -0.935 -0.187
C -2.293 -1.368 -1.358 -0.188
O -1.564 -0.213 -1.420 -0.485
C -2.292 0.830 -2.160 -0.020
H 0.316 -3.846 0.093 0.109
H -1.006 -3.698 1.360 0.113
H 0.579 -3.146 1.672 0.111
H -1.846 -3.330 -0.913 0.142
H -0.531 -2.589 -1.697 0.126
H -3.044 -1.283 -0.573 0.142
H -2.741 -1.691 -2.298 0.148
H -2.524 0.544 -3.185 0.106
H -1.748 1.774 -2.189 0.114
H -3.226 1.100 -1.665 0.091